Record 1
Here is a single C25H21FN2O4 molecule from OMol25. Energies are from wB97M-V/def2-TZVPD.

```
53
Properties=species:S:1:pos:R:3:lowdin_charge:R:1
O 0.062 0.756 -1.811 0.113
C 0.348 0.569 -0.653 -0.477
N -0.562 0.402 0.345 0.121
C -1.891 -0.073 0.035 -0.208
C -2.964 0.870 0.617 -0.076
C -4.343 0.379 0.286 -0.241
C -5.099 -0.308 1.227 -0.046
C -6.358 -0.785 0.906 -0.082
C -6.874 -0.581 -0.362 -0.093
C -6.127 0.101 -1.307 -0.080
C -4.869 0.577 -0.985 -0.037
C -2.046 -1.458 0.647 -0.509
O -1.527 -1.786 1.682 0.114
O -2.840 -2.245 -0.063 0.147
C 1.773 0.607 -0.154 -0.128
C 2.494 1.708 0.114 0.035
C 2.086 3.096 0.062 -0.136
C 0.771 3.544 -0.093 -0.011
C 0.472 4.892 -0.130 -0.079
C 1.472 5.843 -0.009 -0.082
C 2.785 5.437 0.155 -0.013
C 3.067 4.087 0.190 -0.223
F 4.359 3.715 0.355 0.054
N 2.365 -0.647 -0.034 0.152
C 1.754 -1.843 -0.300 -0.385
O 0.591 -1.928 -0.640 0.105
C 2.636 -3.031 -0.146 -0.133
C 2.377 -4.133 -0.958 -0.011
C 3.157 -5.270 -0.863 -0.069
C 4.191 -5.323 0.057 -0.080
C 4.438 -4.241 0.886 -0.078
C 3.668 -3.096 0.786 -0.035
H -0.227 0.095 1.250 0.153
H -1.989 -0.140 -1.052 0.160
H -2.801 1.862 0.190 0.126
H -2.827 0.928 1.699 0.128
H -4.698 -0.471 2.217 0.117
H -6.936 -1.316 1.648 0.102
H -7.857 -0.953 -0.612 0.100
H -6.525 0.262 -2.298 0.102
H -4.287 1.109 -1.724 0.118
H -2.913 -3.123 0.344 0.144
H 3.530 1.559 0.398 0.119
H -0.023 2.823 -0.183 0.094
H -0.554 5.205 -0.254 0.103
H 1.235 6.895 -0.040 0.103
H 3.590 6.148 0.255 0.117
H 3.352 -0.653 0.188 0.141
H 1.561 -4.073 -1.662 0.120
H 2.956 -6.116 -1.502 0.106
H 4.800 -6.211 0.136 0.104
H 5.233 -4.289 1.615 0.105
H 3.855 -2.274 1.462 0.111
```

Values from the calculation:
Electronic energy in eV: -40154.9176
Maximum force in eV Å⁻¹: 0.7
ΔE to the lowest compared entry with this formula, charge and spin in eV: 0.271
Lowest unoccupied orbital energy in eV: 0.15



Record 2
Here is C25H21HfN3Si as an isolated structure from OMol25. Energies are from wB97M-V/def2-TZVPD.

```
51
Properties=species:S:1:pos:R:3:lowdin_charge:R:1
Hf -0.033 -0.610 0.450 1.374
C -3.947 -5.112 -0.587 -0.077
C -3.821 -3.779 -0.967 -0.054
C -2.742 -3.022 -0.501 -0.025
C -1.776 -3.578 0.349 -0.246
C -1.919 -4.925 0.718 -0.018
C -2.997 -5.686 0.255 -0.073
N -0.708 -2.742 0.740 -0.105
N 0.040 -3.244 1.617 0.096
C 1.233 -2.572 2.061 -0.321
C 2.061 -3.360 2.879 -0.031
C 3.243 -2.864 3.447 -0.069
C 3.636 -1.550 3.212 -0.071
C 2.854 -0.733 2.404 -0.120
C 1.681 -1.238 1.843 -0.269
H -4.783 -5.705 -0.950 0.107
H -4.556 -3.327 -1.627 0.113
H -2.647 -1.983 -0.807 0.022
H -1.185 -5.397 1.365 0.104
H -3.090 -6.728 0.550 0.107
H 1.773 -4.389 3.087 0.109
H 3.849 -3.508 4.080 0.106
H 4.548 -1.164 3.659 0.109
H 3.142 0.296 2.209 0.079
C -2.614 5.037 0.109 -0.101
C -1.650 5.099 1.112 -0.100
C -0.600 4.178 1.134 -0.119
C -0.500 3.177 0.151 -0.359
C -1.482 3.130 -0.854 -0.123
C -2.530 4.053 -0.873 -0.084
Si 0.904 1.935 0.193 0.534
C 1.780 2.159 -1.448 -0.359
C 1.894 1.086 -2.350 -0.136
C 2.549 1.249 -3.575 -0.095
C 3.097 2.483 -3.916 -0.097
C 2.993 3.556 -3.035 -0.089
C 2.341 3.397 -1.809 -0.097
H -3.429 5.755 0.092 0.097
H -1.713 5.867 1.878 0.097
H 0.140 4.254 1.931 0.089
H -1.440 2.379 -1.643 0.069
H -3.279 4.006 -1.660 0.102
H 1.820 2.236 1.303 -0.053
H 1.478 0.108 -2.116 0.054
H 2.630 0.411 -4.262 0.099
H 3.604 2.608 -4.869 0.100
H 3.418 4.520 -3.300 0.100
H 2.271 4.256 -1.143 0.104
N -2.650 0.145 -1.606 0.021
C -1.797 -0.102 -0.936 -0.442
H -1.096 -0.062 2.005 -0.057
```

Values from the calculation:
Electronic energy in eV: -39915.5681
Maximum force in eV Å⁻¹: 6.0
Lowest unoccupied orbital energy in eV: -2.13



Record 3
Here is C25H22AsClN3O8SW as an isolated structure from OMol25. Energies are from wB97M-V/def2-TZVPD.

```
62
Properties=species:S:1:pos:R:3:lowdin_charge:R:1
W -0.723 0.052 -0.365 1.933
Cl 3.283 0.454 -6.198 0.689
C 2.244 -0.003 -4.891 -0.664
C 1.080 -0.716 -5.162 -0.088
C 0.251 -1.074 -4.110 0.001
C 0.574 -0.736 -2.814 -0.285
O -0.266 -1.086 -1.791 -0.241
C 1.756 -0.014 -2.522 -0.163
C 2.129 0.342 -1.194 -0.050
N 1.327 0.083 -0.110 -0.113
C 1.767 0.189 1.197 -0.217
C 3.075 0.302 1.602 0.021
C 3.398 0.346 2.972 -0.047
C 2.431 0.284 3.935 -0.023
C 1.076 0.161 3.552 -0.133
C 0.006 0.085 4.462 0.037
C -1.276 -0.064 4.001 -0.007
C -1.503 -0.141 2.629 -0.068
N -0.523 -0.066 1.752 -0.046
C 0.758 0.100 2.184 -0.148
C 2.580 0.344 -3.603 -0.046
H 0.826 -0.978 -6.179 0.109
H -0.668 -1.621 -4.282 0.126
H 3.080 0.830 -1.039 0.126
H 3.866 0.334 0.866 0.113
H 4.437 0.417 3.263 0.116
H 2.685 0.313 4.987 0.120
H 0.213 0.139 5.524 0.132
H -2.114 -0.118 4.680 0.119
H -2.495 -0.283 2.233 0.111
H 3.482 0.914 -3.413 0.120
O -2.630 0.103 -2.323 -0.377
As -3.348 0.011 -0.664 1.122
O -2.251 1.133 0.115 -0.652
O -2.246 -1.247 -0.151 -0.611
C -2.950 3.248 -1.345 0.047
C -4.040 3.976 -1.731 -0.069
C -3.795 5.276 -2.176 -0.049
C -2.501 5.780 -2.211 -0.051
C -1.426 5.011 -1.795 -0.035
C -1.664 3.716 -1.330 -0.266
S -0.239 2.723 -0.970 0.653
O 0.882 3.474 -1.409 -0.211
O -0.447 1.413 -1.753 -0.408
O -0.119 2.167 0.398 -0.326
H -3.266 0.231 -3.036 0.055
H -5.041 3.564 -1.704 0.110
H -4.626 5.892 -2.498 0.117
H -2.326 6.784 -2.573 0.117
H -0.413 5.387 -1.822 0.121
C 1.577 -4.371 0.876 -0.008
N 0.286 -4.366 0.191 -0.150
C -0.267 -5.603 -0.361 -0.019
C -0.354 -3.221 0.026 -0.271
O 0.082 -2.143 0.449 -0.077
H 1.808 -5.383 1.196 0.090
H 1.533 -3.717 1.744 0.091
H 2.368 -4.013 0.216 0.102
H 0.240 -6.450 0.090 0.089
H -0.128 -5.655 -1.442 0.097
H -1.329 -5.681 -0.135 0.095
H -1.303 -3.275 -0.511 0.144
```

Values from the calculation:
Electronic energy in eV: -133148.0466
Maximum force in eV Å⁻¹: 3.6
ΔE to the lowest compared entry with this formula, charge and spin in eV: 1.559
Net charge: +1
2S+1: 3
Lowest unoccupied orbital energy (spin up / spin down) in eV: -4.16 / -4.15



Record 4
Here is C25H22AsF7I2N4O4Pt as an isolated structure from OMol25. Energies are from wB97M-V/def2-TZVPD.

```
66
Properties=species:S:1:pos:R:3:lowdin_charge:R:1
Pt 3.518 -0.170 0.944 1.585
C -1.806 5.046 -0.319 -0.067
C -1.751 3.957 0.718 -0.167
N -0.713 2.951 0.347 -0.015
C 0.486 3.126 0.913 0.015
C 1.489 2.251 0.720 -0.074
C 2.807 2.610 1.242 -0.548
O 3.039 3.666 1.785 0.109
O 3.774 1.716 1.093 -0.184
C 1.254 1.091 -0.092 -0.241
O 2.166 0.129 -0.382 -0.271
C -0.051 0.893 -0.652 -0.070
C -0.362 -0.203 -1.472 0.065
C -1.650 -0.282 -1.997 -0.183
F -1.981 -1.400 -2.729 0.032
C -2.623 0.699 -1.877 -0.224
C -2.352 1.789 -1.036 0.052
C -1.090 1.842 -0.421 -0.097
N -3.879 0.705 -2.505 -0.135
C -4.865 -0.175 -1.915 -0.141
C -6.214 0.530 -2.157 -0.077
N -6.032 1.334 -3.424 0.067
C -5.255 0.509 -4.458 -0.057
C -3.827 0.426 -3.939 -0.142
H -2.600 5.774 -0.236 0.082
H -1.966 4.590 -1.247 0.048
H -0.884 5.594 -0.383 0.082
H -2.759 3.527 0.750 0.113
H -1.429 4.322 1.667 0.112
H 0.577 3.949 1.575 0.143
H 0.335 -1.038 -1.497 0.115
H -3.074 2.564 -0.897 0.093
H -4.748 -0.109 -0.830 0.144
H -4.897 -1.216 -2.185 0.130
H -6.415 1.174 -1.324 0.123
H -7.027 -0.240 -2.262 0.152
H -5.412 2.081 -3.172 0.157
H -6.924 1.730 -3.755 0.192
H -5.272 1.007 -5.400 0.124
H -5.694 -0.453 -4.533 0.123
H -3.132 1.168 -4.436 0.158
H -3.359 -0.563 -4.164 0.134
I 7.262 -0.545 4.236 1.134
C 6.361 -2.084 3.240 -0.674
C 6.732 -3.358 3.297 -0.139
C 6.103 -4.355 2.398 -0.624
I 6.687 -6.298 2.480 1.101
C 5.029 -3.968 1.546 -0.185
C 4.176 -4.912 0.811 0.030
C 3.064 -4.356 0.187 0.012
C 2.828 -2.950 0.170 -0.016
N 3.635 -2.179 0.908 -0.068
C 4.696 -2.637 1.567 -0.168
C 5.405 -1.669 2.350 -0.402
O 5.066 -0.440 2.269 -0.154
H 7.426 -3.634 4.074 0.101
H 4.299 -5.950 0.631 0.080
H 2.381 -4.938 -0.407 0.118
H 2.101 -2.460 -0.437 0.113
F 1.523 -0.573 2.046 -0.337
As 1.001 -1.480 3.601 0.764
F 1.699 -2.921 2.862 -0.258
F 2.620 -1.157 4.176 -0.251
F 0.478 -2.295 4.988 -0.200
F 0.474 0.049 4.172 -0.219
F -0.452 -1.786 2.778 -0.218
```

Values from the calculation:
Electronic energy in eV: -139734.1452
Maximum force in eV Å⁻¹: 3.6
ΔE to the lowest compared entry with this formula, charge and spin in eV: 0.269
Net charge: +1
2S+1: 4
Lowest unoccupied orbital energy (spin up / spin down) in eV: -3.65 / -5.53



Repeat the fourth record exactly.
Here is C25H22AsF7I2N4O4Pt as an isolated structure from OMol25. Energies are from wB97M-V/def2-TZVPD.

```
66
Properties=species:S:1:pos:R:3:lowdin_charge:R:1
Pt 3.518 -0.170 0.944 1.585
C -1.806 5.046 -0.319 -0.067
C -1.751 3.957 0.718 -0.167
N -0.713 2.951 0.347 -0.015
C 0.486 3.126 0.913 0.015
C 1.489 2.251 0.720 -0.074
C 2.807 2.610 1.242 -0.548
O 3.039 3.666 1.785 0.109
O 3.774 1.716 1.093 -0.184
C 1.254 1.091 -0.092 -0.241
O 2.166 0.129 -0.382 -0.271
C -0.051 0.893 -0.652 -0.070
C -0.362 -0.203 -1.472 0.065
C -1.650 -0.282 -1.997 -0.183
F -1.981 -1.400 -2.729 0.032
C -2.623 0.699 -1.877 -0.224
C -2.352 1.789 -1.036 0.052
C -1.090 1.842 -0.421 -0.097
N -3.879 0.705 -2.505 -0.135
C -4.865 -0.175 -1.915 -0.141
C -6.214 0.530 -2.157 -0.077
N -6.032 1.334 -3.424 0.067
C -5.255 0.509 -4.458 -0.057
C -3.827 0.426 -3.939 -0.142
H -2.600 5.774 -0.236 0.082
H -1.966 4.590 -1.247 0.048
H -0.884 5.594 -0.383 0.082
H -2.759 3.527 0.750 0.113
H -1.429 4.322 1.667 0.112
H 0.577 3.949 1.575 0.143
H 0.335 -1.038 -1.497 0.115
H -3.074 2.564 -0.897 0.093
H -4.748 -0.109 -0.830 0.144
H -4.897 -1.216 -2.185 0.130
H -6.415 1.174 -1.324 0.123
H -7.027 -0.240 -2.262 0.152
H -5.412 2.081 -3.172 0.157
H -6.924 1.730 -3.755 0.192
H -5.272 1.007 -5.400 0.124
H -5.694 -0.453 -4.533 0.123
H -3.132 1.168 -4.436 0.158
H -3.359 -0.563 -4.164 0.134
I 7.262 -0.545 4.236 1.134
C 6.361 -2.084 3.240 -0.674
C 6.732 -3.358 3.297 -0.139
C 6.103 -4.355 2.398 -0.624
I 6.687 -6.298 2.480 1.101
C 5.029 -3.968 1.546 -0.185
C 4.176 -4.912 0.811 0.030
C 3.064 -4.356 0.187 0.012
C 2.828 -2.950 0.170 -0.016
N 3.635 -2.179 0.908 -0.068
C 4.696 -2.637 1.567 -0.168
C 5.405 -1.669 2.350 -0.402
O 5.066 -0.440 2.269 -0.154
H 7.426 -3.634 4.074 0.101
H 4.299 -5.950 0.631 0.080
H 2.381 -4.938 -0.407 0.118
H 2.101 -2.460 -0.437 0.113
F 1.523 -0.573 2.046 -0.337
As 1.001 -1.480 3.601 0.764
F 1.699 -2.921 2.862 -0.258
F 2.620 -1.157 4.176 -0.251
F 0.478 -2.295 4.988 -0.200
F 0.474 0.049 4.172 -0.219
F -0.452 -1.786 2.778 -0.218
```

Values from the calculation:
Electronic energy in eV: -139734.1452
Maximum force in eV Å⁻¹: 3.6
ΔE to the lowest compared entry with this formula, charge and spin in eV: 0.269
Net charge: +1
2S+1: 4
Lowest unoccupied orbital energy (spin up / spin down) in eV: -3.65 / -5.53



Please write out number 2 again, unchanged.
Here is C25H21HfN3Si as an isolated structure from OMol25. Energies are from wB97M-V/def2-TZVPD.

```
51
Properties=species:S:1:pos:R:3:lowdin_charge:R:1
Hf -0.033 -0.610 0.450 1.374
C -3.947 -5.112 -0.587 -0.077
C -3.821 -3.779 -0.967 -0.054
C -2.742 -3.022 -0.501 -0.025
C -1.776 -3.578 0.349 -0.246
C -1.919 -4.925 0.718 -0.018
C -2.997 -5.686 0.255 -0.073
N -0.708 -2.742 0.740 -0.105
N 0.040 -3.244 1.617 0.096
C 1.233 -2.572 2.061 -0.321
C 2.061 -3.360 2.879 -0.031
C 3.243 -2.864 3.447 -0.069
C 3.636 -1.550 3.212 -0.071
C 2.854 -0.733 2.404 -0.120
C 1.681 -1.238 1.843 -0.269
H -4.783 -5.705 -0.950 0.107
H -4.556 -3.327 -1.627 0.113
H -2.647 -1.983 -0.807 0.022
H -1.185 -5.397 1.365 0.104
H -3.090 -6.728 0.550 0.107
H 1.773 -4.389 3.087 0.109
H 3.849 -3.508 4.080 0.106
H 4.548 -1.164 3.659 0.109
H 3.142 0.296 2.209 0.079
C -2.614 5.037 0.109 -0.101
C -1.650 5.099 1.112 -0.100
C -0.600 4.178 1.134 -0.119
C -0.500 3.177 0.151 -0.359
C -1.482 3.130 -0.854 -0.123
C -2.530 4.053 -0.873 -0.084
Si 0.904 1.935 0.193 0.534
C 1.780 2.159 -1.448 -0.359
C 1.894 1.086 -2.350 -0.136
C 2.549 1.249 -3.575 -0.095
C 3.097 2.483 -3.916 -0.097
C 2.993 3.556 -3.035 -0.089
C 2.341 3.397 -1.809 -0.097
H -3.429 5.755 0.092 0.097
H -1.713 5.867 1.878 0.097
H 0.140 4.254 1.931 0.089
H -1.440 2.379 -1.643 0.069
H -3.279 4.006 -1.660 0.102
H 1.820 2.236 1.303 -0.053
H 1.478 0.108 -2.116 0.054
H 2.630 0.411 -4.262 0.099
H 3.604 2.608 -4.869 0.100
H 3.418 4.520 -3.300 0.100
H 2.271 4.256 -1.143 0.104
N -2.650 0.145 -1.606 0.021
C -1.797 -0.102 -0.936 -0.442
H -1.096 -0.062 2.005 -0.057
```

Values from the calculation:
Electronic energy in eV: -39915.5681
Maximum force in eV Å⁻¹: 6.0
Lowest unoccupied orbital energy in eV: -2.13



Among the records above, which one has the lowest maximum force?
C25H21FN2O4